Computed, not measured: a 2-piece molecular cluster, C4H9NO overall at a distorted geometry, with the ωB97M-V functional and the def2-TZVPD basis.

Electronic energy in hartree: -287.6122
Energy above the lowest of the compared OMol25 structures with the same formula, charge and spin in eV: 5.9923
HOMO energy in eV: -8.8
Kohn-Sham gap in eV: 9.273
Molecular weight in g/mol: 87.122
Spin multiplicity: 1
SMILES: [NH3+][O-].CC1=CC1
LUMO in Ha: 0.01898

Last column: Löwdin charge in e.
Atoms and positions in Å:
H -2.310 -0.127 0.979  0.08
H -0.077 -1.181 -1.643  0.05
C 0.722 -1.565 0.425  -0.02
C -1.277 -0.002 1.298  -0.05
N 0.999 1.808 -0.903  -0.07
H 1.422 2.563 -1.484  0.15
H -0.950 1.023 1.076  0.05
C -0.259 -1.697 -0.702  -0.14
C -0.395 -0.919 0.582  -0.27
H 1.762 1.162 -0.618  0.15
H 0.336 1.271 -1.497  0.14
H 1.674 -1.884 0.771  0.08
H -0.814 -2.621 -0.836  0.07
O 0.372 2.319 0.178  -0.31
H -1.202 -0.153 2.373  0.08

Computed, not measured: a 7-piece molecular cluster, C55H61F6N3O6P2 overall at a distorted geometry, with the ωB97M-V functional and the def2-TZVPD basis.

Electronic energy in hartree: -4029.3954
HOMO energy in eV: -7.9
Kohn-Sham gap in eV: 6.489
Molecular weight in g/mol: 1036.044
Spin multiplicity: 1
SMILES: CCOCCc1c(P(C)O)c(O)c2nc(CCCOC)c(P(O)O)nc2c1CCN.Fc1ccccc1.Fc1ccccc1.Fc1ccccc1.Fc1ccccc1.Fc1ccccc1.Fc1ccccc1
LUMO in Ha: -0.05008

Last column: Löwdin charge in e.
Atoms and positions in Å:
H -5.083 10.882 -3.805  0.10
C 6.919 -1.319 7.320  -0.01
C -4.763 9.270 -2.410  -0.02
H 3.002 -2.638 5.704  0.09
H 1.921 -7.266 -2.161  0.11
H -2.098 -2.315 7.403  0.06
C 6.899 -3.734 7.251  -0.10
H -2.390 -0.384 -1.741  0.08
H -4.617 2.016 1.696  0.13
C 2.804 -5.483 -5.490  -0.08
H 0.021 -4.509 -12.136  0.10
H 8.645 4.901 3.984  0.10
C 1.843 -6.271 -9.221  -0.28
O -2.434 0.452 -2.319  -0.35
H -2.421 3.745 0.446  0.11
H 3.807 -2.005 4.116  0.08
C -3.580 3.517 0.330  -0.18
C 2.582 -1.293 1.559  -0.17
H -0.743 -6.744 -11.365  0.11
C 2.274 -5.017 -9.640  -0.02
H 7.625 2.641 4.124  0.09
H 3.115 -4.545 -9.141  0.11
C 0.767 -6.901 -9.836  -0.01
C -1.232 0.968 0.323  -0.26
C 2.528 -7.526 -4.220  -0.07
H 1.954 -3.406 -11.035  0.11
H 0.320 0.299 -2.293  0.07
C 2.118 -5.392 -3.186  -0.29
H 2.561 -8.611 -4.164  0.11
C 2.850 -6.876 -5.414  -0.10
H 4.404 -0.138 0.822  0.12
H 2.694 -4.827 4.744  0.13
F -8.885 4.514 -4.250  0.06
O 0.264 1.314 -2.209  -0.35
C -1.212 0.073 3.139  -0.07
H 1.315 -5.768 -0.281  0.06
C 2.829 -2.526 4.552  -0.14
N -2.495 0.781 2.809  0.10
C 2.825 -4.045 3.852  -0.20
H 5.498 2.158 2.935  0.06
F 6.831 -0.115 5.294  0.06
H -8.654 3.885 0.210  0.11
C -1.127 -2.107 8.034  -0.33
H 6.956 -0.386 7.873  0.12
C -6.504 9.281 -4.085  -0.10
H -5.184 1.620 -3.553  0.11
H 3.875 -4.280 3.336  0.13
C -1.062 -0.523 4.692  -0.10
H 7.531 6.679 2.630  0.11
C 0.534 -5.006 -11.315  -0.10
H 6.812 -4.624 5.288  0.11
C 6.937 -2.546 7.984  -0.08
C 0.229 -1.365 5.247  -0.21
O -5.010 2.997 -1.814  -0.27
C -9.461 4.404 -3.045  -0.29
H 0.234 -6.218 1.213  0.08
C 5.317 4.149 2.133  -0.01
H -4.134 4.321 1.013  0.12
C 6.853 -1.293 5.931  -0.29
H 1.319 -3.993 7.768  0.06
O -2.202 -0.256 5.631  -0.11
H -1.003 -2.954 8.855  0.06
C -11.440 4.406 -1.679  -0.09
C 7.094 5.689 2.710  -0.03
C -10.841 4.526 -2.932  -0.02
C 2.430 -4.738 -4.373  -0.01
P -1.350 1.566 -1.526  0.95
H -1.894 0.382 6.342  0.11
H -3.587 2.619 -3.497  0.08
C 5.900 5.409 2.055  -0.29
C -4.724 2.670 -3.222  -0.13
H 0.147 -4.432 0.385  0.09
H 3.252 0.796 3.530  0.09
H 2.687 -4.041 0.953  0.11
H 3.137 -7.459 -6.287  0.09
C 1.620 -4.383 -10.696  -0.08
F 5.302 6.369 1.337  0.06
N 0.040 0.260 0.696  0.05
H -2.981 3.932 -1.864  0.09
C -5.194 8.016 -1.991  -0.29
H 0.453 -7.882 -9.495  0.12
H -1.181 -1.081 8.630  0.06
C 1.365 -1.057 2.639  -0.04
C 6.837 -3.698 5.857  -0.09
H 2.380 -3.655 -4.417  0.11
F 1.764 -4.676 -2.111  0.04
H 4.654 -0.191 3.253  0.06
O 1.691 -4.263 2.942  -0.22
H -7.780 7.544 -4.135  0.10
C 0.024 -0.210 2.122  -0.08
C -6.932 8.025 -3.654  -0.08
C 7.715 4.691 3.462  -0.09
C 6.809 -2.471 5.194  -0.03
H -6.584 6.405 -2.265  0.10
C 0.827 -5.340 0.717  -0.09
H -5.221 3.480 -3.925  0.10
H 6.917 -4.690 7.769  0.10
H -7.593 4.075 -2.042  0.10
C 5.942 3.148 2.876  -0.08
C 2.118 -4.822 1.643  -0.25
F -4.562 7.405 -0.980  0.05
C 0.105 -6.263 -10.885  -0.08
C 1.469 -1.653 4.163  -0.07
C -9.266 4.060 -0.672  -0.07
C -8.668 4.170 -1.927  -0.02
P 0.482 -2.059 7.007  0.87
H -11.437 4.714 -3.819  0.11
H 6.752 -2.424 4.111  0.11
C 7.139 3.420 3.541  -0.10
C -2.457 1.208 1.367  -0.14
H 3.058 -4.979 -6.420  0.10
H 2.786 0.941 0.990  0.12
F 2.475 -6.882 -8.210  0.04
C -10.653 4.175 -0.550  -0.10
H -12.520 4.491 -1.582  0.10
H -7.017 9.778 -4.906  0.10
C -6.270 7.386 -2.606  -0.01
C -3.831 1.970 0.798  -0.15
C -3.976 3.859 -1.221  -0.24
H -11.119 4.086 0.429  0.10
H 3.326 -2.153 1.833  0.09
O 0.946 -3.767 6.855  -0.39
N 4.005 0.525 2.860  -0.04
C -5.417 9.904 -3.466  -0.08
H 2.861 -5.745 1.750  0.13
H 2.089 -1.420 0.491  0.11
H -4.263 1.256 -0.022  0.11
H 4.382 3.958 1.617  0.11
H -4.427 4.964 -1.227  0.11
H 6.981 -2.576 9.070  0.11
H -3.923 9.742 -1.911  0.12
C 2.166 -6.779 -3.099  -0.02
C 3.464 0.110 1.505  -0.25

Q: Which value of electronic energy does entry 1 give?
A: -287.6122 hartree